C32H54N3OOsP2S | ωB97M-V with the def2-TZVPD basis set

- frontier orbital gap (spin up / spin down) (Ha) = 0.22749 / 0.19506
- maximum force (hartree/bohr) = 0.14375
- 2S+1 = 5
- ΔE to the lowest compared entry with this formula, charge and spin (kcal/mol) = 76.10
- net charge = +3
- E_HOMO (spin up / spin down) (eV) = -16.133 / -17.004

Geometry (Å):
C 0.305 -2.044 -2.715
C 2.049 -1.335 -1.376
C 1.142 -2.983 -3.311
C 2.842 -2.450 -1.705
C 2.401 -3.240 -2.765
H 0.744 -3.543 -4.151
H 3.833 -2.544 -1.258
H 3.031 -4.023 -3.183
N 0.725 -1.385 -1.623
P -1.973 -0.745 -1.861
P 2.411 0.291 1.410
C -1.011 -1.567 -3.263
H -0.829 -0.821 -4.053
H -1.528 -2.397 -3.758
C 2.556 -0.023 -0.977
H 3.628 -0.086 -0.968
C 3.925 1.477 1.280
C 1.851 0.104 3.214
C -2.783 0.751 -2.654
C -3.144 -2.188 -1.522
C 3.290 2.882 1.156
H 2.548 3.076 1.938
H 4.062 3.668 1.219
H 2.775 2.996 0.189
C 4.838 1.235 2.482
H 4.341 1.299 3.446
H 5.289 0.239 2.358
H 5.636 1.988 2.433
C 4.954 1.330 0.145
H 5.657 2.171 0.240
H 5.503 0.378 0.195
H 4.534 1.451 -0.845
C 1.898 1.439 3.964
H 1.097 2.109 3.613
H 1.719 1.215 5.026
H 2.852 1.965 3.898
C 0.439 -0.447 3.475
H -0.343 0.172 3.016
H 0.324 -1.493 3.168
H 0.264 -0.421 4.564
C 2.852 -0.981 3.637
H 3.893 -0.659 3.565
H 2.638 -1.264 4.672
H 2.714 -1.865 2.995
C -4.098 -1.794 -0.387
H -4.877 -2.567 -0.316
H -3.590 -1.755 0.582
H -4.595 -0.831 -0.568
C -2.354 -3.453 -1.126
H -1.626 -3.741 -1.894
H -1.843 -3.356 -0.167
H -3.076 -4.277 -1.025
C -3.965 -2.565 -2.772
H -4.325 -3.595 -2.643
H -4.847 -1.931 -2.898
H -3.384 -2.549 -3.699
C -1.781 1.430 -3.600
H -1.598 0.836 -4.506
H -2.196 2.397 -3.924
H -0.838 1.629 -3.078
C -3.163 1.751 -1.556
H -2.270 2.178 -1.091
H -3.732 2.576 -2.007
H -3.782 1.306 -0.767
C -4.033 0.396 -3.457
H -3.821 -0.328 -4.252
H -4.846 0.037 -2.817
H -4.389 1.317 -3.940
Os -0.407 -0.105 -0.392
C -1.007 -1.294 0.879
O -1.487 -1.994 1.713
N 0.726 1.353 -1.242
C 1.965 1.126 -1.548
C 2.620 2.101 -2.584
C 4.124 2.082 -2.868
C 1.925 1.734 -3.887
C 2.225 3.541 -2.227
H 4.762 2.564 -2.121
H 4.529 1.102 -3.141
H 4.272 2.748 -3.726
H 0.842 1.842 -3.753
H 2.239 2.427 -4.672
H 2.162 0.705 -4.186
H 2.451 4.199 -3.074
H 1.148 3.560 -2.016
H 2.795 3.937 -1.380
S -2.910 2.680 2.287
C -1.468 3.516 1.760
C -0.631 2.690 1.056
N -1.139 1.378 0.920
C -2.318 1.240 1.567
H -1.265 4.560 1.969
H 0.319 2.942 0.581
H -2.883 0.311 1.593